# 1
Below is a structure of composition C30H48AsCdN2O4PS5SeSi2, with properties calculated with ωB97M-V/def2-TZVPD.

The value obtained for the HOMO-LUMO gap is 4.171 eV. As for the spin multiplicity: 1. The energy above the lowest of the compared OMol25 structures with the same formula, charge and spin is 370.3 kJ/mol. Its net charge is -2. The maximum force is 2.3 eV/A. The energy is -9298.83875 Ha.

Each line ends with the Löwdin charge.
Cartesian coordinates (Å):
Cd  -0.43750  -0.51433  -0.15679  1.08
O  4.40018  -0.41814  -1.77317  0.06
C  3.36871  -0.69261  -0.96725  -0.52
O  2.49434  -1.47361  -1.25727  -0.07
C  3.36619  0.06721  0.30550  -0.19
C  4.43972  0.88199  0.70417  0.01
C  4.28763  1.62245  1.86458  -0.05
C  3.10281  1.55173  2.57118  0.00
C  2.09374  0.67155  2.11413  -0.19
N  2.25153  -0.04993  1.00425  0.17
C  0.83577  0.41496  2.82308  -0.49
O  0.53795  1.24177  3.86837  0.09
O  0.09386  -0.50201  2.55062  -0.04
H  4.18209  -0.73645  -2.67005  0.05
H  5.33926  0.91665  0.11326  0.12
H  5.08832  2.25703  2.21921  0.11
H  2.97753  2.13450  3.47397  0.11
H  1.07928  2.03967  3.82434  0.08
S  -8.03986  -0.64635  1.99532  0.38
C  -6.49117  -0.50656  1.44311  -1.55
S  -5.21492  0.23895  2.34648  0.84
C  -3.93057  0.09596  1.13554  -1.21
C  -4.28453  -0.55936  -0.01868  -1.24
S  -3.29672  -0.88015  -1.35415  0.40
S  -5.97062  -1.09329  -0.09973  0.84
S  -2.42579  0.78747  1.50218  0.45
C  -1.38724  5.25079  -0.02687  -0.11
C  -1.10948  3.84929  0.50603  -0.56
C  -0.62771  3.87408  1.95589  -0.15
P  0.02482  2.68109  -0.45342  1.05
C  1.75901  3.43932  -0.38250  -0.53
C  1.98480  4.94746  -0.48535  -0.11
C  2.60232  2.69706  -1.41544  -0.16
C  -0.52060  2.81479  -2.24808  -0.55
C  -1.99625  2.42577  -2.30558  -0.15
C  -0.24529  4.07208  -3.06891  -0.11
H  -2.00909  5.79304  0.68725  0.07
H  -1.93490  5.20708  -0.96352  0.05
H  -0.47561  5.81794  -0.17962  0.05
H  -2.05889  3.29799  0.50272  0.05
H  0.38805  4.26362  2.02932  0.06
H  -0.66820  2.86228  2.35388  0.02
H  -1.28490  4.49588  2.56522  0.08
H  2.11096  3.13178  0.61440  0.07
H  1.55180  5.35251  -1.39503  0.06
H  3.06143  5.13852  -0.49993  0.07
H  1.57058  5.48373  0.36794  0.05
H  2.46855  3.09923  -2.41529  0.05
H  2.32229  1.64583  -1.45621  0.02
H  3.66101  2.74654  -1.16660  0.08
H  0.05510  2.00217  -2.71375  0.05
H  -2.64043  3.22747  -1.94742  0.07
H  -2.17939  1.54247  -1.69042  -0.03
H  -2.28619  2.18484  -3.32770  0.08
H  -0.65107  4.97322  -2.61805  0.05
H  -0.70865  3.94773  -4.04778  0.08
H  0.81952  4.20892  -3.23548  0.05
C  -1.91714  -2.81438  2.81605  -0.24
Si  -1.44356  -3.79543  1.24430  0.22
C  -3.12483  -4.17139  0.38450  -0.21
C  -0.77559  -5.49261  1.88564  -0.26
As  0.41083  -2.81386  0.15026  0.59
Si  0.11830  -3.78065  -1.99594  0.24
C  -1.24850  -3.04832  -3.12537  -0.25
C  -0.22587  -5.67893  -1.82826  -0.24
C  1.72767  -3.73100  -3.04432  -0.24
H  -2.63563  -3.33268  3.44581  0.02
H  -2.35378  -1.86116  2.53557  -0.02
H  -1.03743  -2.58964  3.41048  0.00
H  -3.88903  -4.43994  1.10811  0.02
H  -3.04776  -4.97876  -0.33640  0.00
H  -3.47677  -3.29387  -0.14762  -0.04
H  -1.42028  -5.96301  2.62093  0.01
H  0.20338  -5.34151  2.33695  0.00
H  -0.64840  -6.18320  1.05866  -0.01
H  -2.24756  -3.33266  -2.81215  0.00
H  -1.12284  -3.34691  -4.16333  0.02
H  -1.20953  -1.96234  -3.10491  -0.04
H  -1.20067  -5.87112  -1.39290  -0.01
H  0.52340  -6.13155  -1.18306  0.01
H  -0.18877  -6.18016  -2.79121  0.01
H  1.89924  -2.72168  -3.40091  -0.02
H  1.67926  -4.38876  -3.91037  0.02
H  2.58515  -4.01170  -2.43786  0.01
Se  2.27875  0.34707  -4.24569  0.54
C  0.98128  -0.08966  -5.52196  -0.75
C  1.34520  -0.42030  -6.82555  -0.16
C  0.35714  -0.74494  -7.72897  -0.20
N  -0.94052  -0.75705  -7.44475  0.01
C  -1.27913  -0.42585  -6.20288  -0.18
C  -0.37729  -0.08414  -5.21786  -0.15
H  2.38765  -0.42013  -7.10989  0.07
H  0.61083  -1.01342  -8.75194  0.09
H  -2.34294  -0.44024  -5.99367  0.10
H  -0.71632  0.17548  -4.22531  0.07

# 2
Below is the molecule C5H8N2O2, with properties calculated with ωB97M-V/def2-TZVPD.

The value obtained for the HOMO-LUMO gap is 9.740 eV. As for the spin multiplicity: 1. The energy above the lowest of the compared OMol25 structures with the same formula, charge and spin is 223.4 kJ/mol. Its net charge is 0. The maximum force is 2.7 eV/A. The energy is -455.27338 Ha. As for the SMILES: OCCn1ccc(O)n1.

Each line ends with the natural charge from an NBO analysis.
Cartesian coordinates (Å):
C  -2.19673  -0.35071  0.42694  -0.07
C  -1.39871  0.60823  -0.47493  -0.24
C  0.96650  1.44650  -0.04565  -0.01
C  2.14182  0.69780  0.13732  -0.41
C  1.81861  -0.62837  -0.05343  0.43
H  -1.13453  -1.80687  -0.03086  0.49
H  -1.91595  -0.34058  1.52180  0.17
H  -3.27930  -0.04814  0.36213  0.18
H  -1.81113  1.66403  -0.32288  0.21
H  -1.58646  0.33124  -1.48861  0.22
H  0.75257  2.49322  0.13208  0.23
H  3.09999  1.07643  0.28785  0.22
H  3.46855  -1.52749  0.37617  0.48
N  0.00422  0.47953  -0.21675  -0.17
N  0.54430  -0.77318  -0.30786  -0.35
O  -2.10307  -1.59304  -0.15963  -0.73
O  2.62932  -1.72862  -0.14371  -0.66

# 3
Below is a structure of composition C25H36Br2F16N3O5S, with properties calculated with ωB97M-V/def2-TZVPD.

The value obtained for the HOMO-LUMO gap is 8.541 eV. As for the spin multiplicity: 1. Its net charge is +1. The maximum force is 0.8 eV/A. The energy is -8658.42171 Ha.

Each line ends with the Löwdin charge.
Cartesian coordinates (Å):
C  -0.16170  4.39513  2.24984  0.04
C  -0.91887  3.26014  1.63588  -0.51
O  -1.94027  2.78684  2.04298  0.14
O  -0.38437  2.71767  0.48451  -0.06
C  0.76222  1.84803  0.65756  -0.12
C  0.59094  0.77257  -0.41619  -0.08
C  -0.26350  -0.42010  0.01031  -0.19
C  0.33279  -1.34403  1.07595  -0.21
C  1.22354  -2.42186  0.40006  -0.13
C  1.00580  -3.88048  0.81883  -0.18
C  1.57221  -4.17787  2.21650  -0.78
F  1.55596  -3.03077  2.98519  -0.02
Br  3.42841  -4.70017  2.06857  0.81
C  0.72454  -5.25340  3.01406  -0.93
F  -0.14024  -4.58796  3.80548  0.04
F  -0.02270  -5.95441  2.13586  0.03
Br  1.72690  -6.48983  4.08813  0.82
C  -0.84996  -1.77640  1.96739  -0.04
C  -2.12478  -1.04484  1.49995  -0.22
N  -2.72877  -0.30557  2.57928  0.16
C  -3.70461  -0.72704  3.18550  -0.27
O  -4.63509  -1.09673  3.74421  0.25
N  -1.64251  -0.00924  0.50900  0.03
C  -2.54799  0.47575  -0.60880  -0.05
C  -3.66730  -0.47184  -1.05341  -0.03
C  -5.02776  -0.17519  -0.43506  -0.43
F  -5.78225  -1.29499  -0.43170  0.14
F  -4.89199  0.20358  0.86011  0.12
C  -5.80700  0.92776  -1.22841  -0.34
F  -6.35492  0.31234  -2.28573  0.17
F  -4.92422  1.83513  -1.70546  0.15
C  -6.95940  1.65706  -0.45233  -0.38
F  -7.48283  0.76128  0.39066  0.16
F  -7.89113  2.00180  -1.33974  0.18
C  -6.47777  2.98022  0.26298  -0.42
F  -5.25873  2.78946  0.77134  0.12
F  -6.38663  3.90214  -0.68756  0.15
S  -7.58902  3.64214  1.67248  0.78
F  -6.33373  4.33831  2.34817  -0.12
F  -7.27591  2.30195  2.47406  -0.13
F  -8.85493  2.96212  0.99223  -0.12
F  -7.89918  4.97858  0.88812  -0.12
F  -8.49039  4.12456  2.86235  -0.09
H  -0.84446  4.98639  2.85911  0.10
H  0.29722  5.01726  1.48206  0.10
H  0.61994  3.98713  2.89788  0.10
H  1.68952  2.41484  0.53589  0.14
H  0.74137  1.42552  1.66926  0.13
H  1.54824  0.38076  -0.76961  0.11
H  0.12203  1.28678  -1.26274  0.13
H  -0.45907  -1.03395  -0.87914  0.16
H  0.99654  -0.76180  1.72107  0.14
H  1.09787  -2.38044  -0.68737  0.12
H  2.27128  -2.15776  0.57182  0.11
H  1.53724  -4.51386  0.10580  0.11
H  -0.04591  -4.16135  0.74393  0.12
H  -1.01143  -2.84433  2.09196  0.11
H  -0.66481  -1.40486  2.97978  0.13
H  -2.81614  -1.73567  1.01921  0.15
H  -1.54028  0.83749  1.09440  0.13
H  -1.90042  0.66526  -1.46618  0.13
H  -2.93839  1.44497  -0.29379  0.13
H  -3.77124  -0.36610  -2.13757  0.14
H  -3.44282  -1.52619  -0.88202  0.13
C  7.09416  2.30963  -2.82169  -0.12
O  6.87304  1.20510  -3.67384  -0.19
C  7.74870  0.10296  -3.46730  -0.21
C  7.01101  -1.08358  -2.88844  -0.21
N  6.57024  -0.82312  -1.52488  -0.05
C  5.66094  -1.81270  -0.96578  -0.20
C  4.32715  -2.05764  -1.66096  -0.21
O  3.40141  -0.97996  -1.57056  -0.22
C  3.60828  0.06441  -2.51079  -0.09
H  6.51345  3.14199  -3.21572  0.09
H  6.77308  2.11721  -1.79047  0.08
H  8.14905  2.59653  -2.80581  0.09
H  8.58448  0.39416  -2.82476  0.12
H  8.15326  -0.18216  -4.44126  0.13
H  7.68155  -1.94786  -2.88536  0.13
H  6.18036  -1.31412  -3.57028  0.10
H  6.14073  0.09146  -1.48294  0.07
H  5.44789  -1.51826  0.06574  0.12
H  6.18717  -2.77135  -0.91521  0.12
H  3.84867  -2.89838  -1.14942  0.11
H  4.44698  -2.35214  -2.70912  0.12
H  3.99816  -0.31769  -3.45612  0.09
H  4.28855  0.83153  -2.13305  0.08
H  2.64450  0.53724  -2.70808  0.08